Record 1
An isolated molecule of C4H8FN, computed with ωB97M-V/def2-TZVPD.

```
14
Properties=species:S:1:pos:R:3:forces:R:3:nbo_charge:R:1
C 0.1061 0.3731 0.2877 0.2428 -0.3317 -0.8697 -0.14
C -1.1964 -0.3692 0.3417 -0.4900 0.3654 -0.0376 0.06
C 0.2817 1.1098 -1.0060 0.2854 0.1351 -0.8794 -0.19
C 1.0507 0.7415 -2.0349 -0.1535 -1.3076 1.4877 -0.39
H 2.0592 -0.2706 0.4824 -0.6469 -0.3510 0.1640 0.36
H 0.8969 -1.0867 1.3844 0.5781 -0.0121 -0.4958 0.38
H 0.0115 1.1747 1.0461 0.5005 -0.4781 0.2414 0.18
H -2.0360 0.2944 0.2762 -0.5387 0.5327 -0.1679 0.16
H -1.3176 -1.1475 -0.4019 0.3665 -0.1998 -0.1815 0.18
H -0.2625 2.0454 -1.0724 -0.0046 0.1118 0.0287 0.20
H 1.1941 1.3445 -2.8945 -0.0501 0.4368 -0.6527 0.20
H 1.5493 -0.2442 -1.9854 -0.1278 0.7355 -0.1182 0.21
N 1.1141 -0.6832 0.4655 0.2969 0.9346 0.7848 -0.83
F -1.2606 -0.9398 1.5974 -0.2586 -0.5717 0.6961 -0.38
```
Forces are in eV/Å.

Its total energy is -8484.3857 eV. The LUMO energy comes out at 1.13 eV. The energy above the lowest of the compared OMol25 structures with the same formula, charge and spin comes out at 62.9 kJ/mol. The calculation puts the HOMO energy at -9.61 eV. For the orbital gap, the calculation gives 10.73 eV.

=====

Record 2
An isolated molecule of C4H6N2OS, computed with ωB97M-V/def2-TZVPD.

```
14
Properties=species:S:1:pos:R:3:forces:R:3:nbo_charge:R:1
C -1.1176 -0.0520 -0.2215 2.1365 3.1466 0.7131 -0.07
C -0.9769 0.7942 1.1186 -1.5105 -2.4854 -1.6390 -0.48
C -0.6361 -0.7192 0.9326 -4.1542 1.0358 2.6833 0.08
C 1.0681 -0.7977 -0.4308 -0.6001 1.4557 -0.4913 0.68
H 1.1447 1.9132 -1.3649 -0.4606 -0.5610 -0.9320 0.09
H -2.1014 -0.0420 -0.5712 -0.9764 -0.5373 -1.1828 0.23
H -2.0084 1.0815 1.3486 0.7466 -0.1605 0.9089 0.22
H -0.1634 1.4208 1.2957 1.0086 1.1415 -0.1013 0.22
H -1.4268 -1.3035 1.3654 0.8852 -1.2820 0.7354 0.21
H 2.7945 -1.2095 -0.1816 0.9609 -0.8462 0.4293 0.35
N 0.0753 -0.0237 -0.9551 -0.3968 -0.4916 -3.2449 -0.60
N 2.1957 -0.9312 -0.9249 0.9399 -0.0828 -0.4311 -0.73
O 0.6422 -1.1038 0.7797 1.2268 -2.2518 2.6605 -0.46
S 0.5101 0.9731 -2.1906 0.1941 1.9190 -0.1080 0.25
```
Forces are in eV/Å.

Its total energy is -20105.0953 eV. The LUMO energy comes out at 0.78 eV. The energy above the lowest of the compared OMol25 structures with the same formula, charge and spin comes out at 409.7 kJ/mol. The calculation puts the HOMO energy at -8.88 eV. For the orbital gap, the calculation gives 9.65 eV.

=====

Record 3
A cluster of 4 separate species, C13H23N5O in total, computed with ωB97M-V/def2-TZVPD.

```
42
Properties=species:S:1:pos:R:3:forces:R:3:nbo_charge:R:1
C -2.1138 -2.0023 2.9117 -0.3408 0.8933 -0.5942 -0.61
C -2.6825 -0.5509 2.6205 1.1716 -0.8519 0.1399 -0.42
C -1.6560 0.5105 3.2040 -0.4514 -0.8375 -0.4921 -0.21
N -0.9486 1.2856 2.1582 0.0715 -0.2372 0.6607 -0.64
C -0.0811 0.4580 1.3746 1.0743 -0.2264 -1.6068 0.13
C 0.4915 1.0212 0.0068 -0.7405 -2.4533 3.3848 -0.37
C 1.4022 -0.2318 -0.3295 -0.7999 -0.8332 0.1970 -0.52
C 1.6075 -1.0019 1.0525 -0.5233 2.4929 -0.3113 0.72
O 1.9755 -2.1303 1.2504 0.2776 0.2855 -0.0345 -0.60
N 1.1919 -0.0115 1.9940 0.1232 -1.1011 0.4956 -0.68
H -1.0879 -2.0587 2.4873 -0.5058 -0.0800 0.4894 0.20
H -2.7102 -2.7786 2.3855 0.2367 0.3665 0.6449 0.21
H -2.0906 -2.1400 4.0119 0.0434 -0.2912 -0.6924 0.20
H -2.7032 -0.4227 1.5149 -0.3982 0.0540 0.7203 0.20
H -3.6928 -0.4753 3.0674 0.5155 0.2087 -0.4169 0.21
H -0.8668 -0.0855 3.7158 -0.5960 0.6262 0.1106 0.18
H -2.1891 1.1578 3.9266 0.6253 -0.0855 -0.4272 0.21
H -1.6270 1.7910 1.5872 0.3788 -0.1688 -0.0411 0.39
H -0.5098 -0.5319 1.0291 -0.8731 0.9743 0.3540 0.11
H -0.4090 1.1194 -0.6047 0.5623 -0.0982 0.3118 0.21
H 1.1207 1.9184 0.0602 -0.8111 -0.3424 0.7408 0.23
H 0.8116 -0.8976 -1.0018 0.7599 0.2589 0.2792 0.22
H 2.4118 -0.0440 -0.7439 -0.6969 0.0980 0.0385 0.24
H 1.1405 -0.3112 2.9658 -0.0131 -0.2301 -0.2960 0.38
C 4.2397 -4.3053 -0.4099 -0.1691 -0.1865 -0.3437 -0.73
C 3.9102 -5.0871 -1.6163 0.0087 -0.0534 -0.0644 0.29
N 3.6531 -5.6976 -2.5593 0.1319 0.3284 0.4811 -0.35
H 3.3767 -3.7136 -0.1030 0.0162 -0.0041 0.0292 0.28
H 4.5174 -4.9759 0.4018 -0.0178 0.0009 -0.0415 0.25
H 5.0733 -3.6362 -0.6191 -0.0203 -0.0366 -0.0205 0.25
C 1.2715 2.4343 -4.4814 -0.0798 -0.0951 0.4099 -0.72
C 0.9713 2.1637 -3.0622 -0.0249 -0.0545 0.0216 0.34
N 0.7345 1.9485 -1.9508 0.9773 1.7750 -4.2715 -0.37
H 2.0550 1.7619 -4.8281 -0.0307 0.0100 0.0282 0.26
H 0.3780 2.2807 -5.0852 0.0279 -0.0106 0.0272 0.25
H 1.6079 3.4635 -4.5979 -0.0081 -0.0325 0.0305 0.26
C -3.0017 3.3937 -2.4353 -0.0840 -0.0808 0.3604 -0.72
C -3.2799 3.1046 -1.0173 0.0082 -0.0243 0.0833 0.30
N -3.4971 2.8791 0.0911 0.1769 0.0640 -0.5346 -0.35
H -2.2209 2.7276 -2.8007 -0.0043 0.0076 0.0687 0.25
H -3.9038 3.2450 -3.0270 0.0110 0.0018 0.0458 0.25
H -2.6700 4.4253 -2.5438 -0.0094 -0.0308 0.0351 0.25
```
Forces are in eV/Å.

Its total energy is -23349.2094 eV. The LUMO energy comes out at 0.15 eV. The energy above the lowest of the compared OMol25 structures with the same formula, charge and spin comes out at 0.0 kJ/mol. The calculation puts the HOMO energy at -8.56 eV. For the orbital gap, the calculation gives 8.70 eV.

=====

Which formula does entry 1 have? C4H8FN